Computed, not measured: a cluster of 7 separate species, C28H35F21O14 in total, with ωB97M-V/def2-TZVPD.

Structure (ORCA input):
```
! wB97M-V def2-TZVPD RIJCOSX def2/J DEFGRID3
* xyz 0 1
C 2.155 4.006 -0.238
C 2.877 4.408 1.106
O 4.095 5.156 1.030
C 4.749 5.313 2.134
O 4.359 4.991 3.248
C 6.157 5.960 1.864
F 6.813 5.200 0.968
F 6.003 7.182 1.229
F 6.818 6.120 2.931
H 2.069 4.855 -0.841
H 1.220 3.472 0.071
H 2.912 3.343 -0.726
H 3.100 3.462 1.749
H 2.197 5.065 1.647
C 1.678 -2.565 4.563
C 1.509 -4.039 5.119
O 0.156 -4.388 4.604
C -0.238 -5.764 4.786
O 0.470 -6.611 5.189
C -1.765 -6.030 4.579
F -2.177 -7.227 5.142
F -2.386 -5.013 5.333
F -2.251 -5.855 3.299
H 2.504 -2.382 5.156
H 0.837 -1.869 4.841
H 1.969 -2.263 3.578
H 1.161 -3.891 6.104
H 2.474 -4.642 4.734
C -5.006 -1.148 -0.589
C -5.277 0.039 -1.309
O -5.957 0.868 -0.449
C -6.350 2.166 -0.777
O -5.837 2.861 -1.787
C -7.227 2.716 0.220
F -8.327 3.322 -0.422
F -7.685 1.760 0.996
F -6.556 3.693 0.950
H -4.568 -0.842 0.177
H -4.565 -1.901 -1.273
H -5.997 -1.639 -0.125
H -5.954 -0.133 -2.151
H -4.450 0.570 -1.777
C -2.367 4.088 -7.254
C -1.222 3.946 -6.129
O -1.823 3.413 -4.977
C -1.087 3.243 -3.848
O 0.042 3.601 -3.649
C -1.888 2.685 -2.793
F -3.149 3.220 -2.642
F -2.046 1.321 -2.808
F -1.354 2.885 -1.499
H -3.174 3.291 -7.347
H -1.765 4.319 -8.065
H -2.762 5.288 -7.025
H -0.859 4.935 -6.108
H -0.376 3.390 -6.383
C 1.471 0.274 1.173
C 0.129 0.564 0.635
O -0.616 1.546 1.428
C -1.874 1.694 1.448
O -2.599 0.846 0.818
C -2.458 2.875 2.263
F -1.551 3.880 2.403
F -3.495 3.374 1.580
F -2.854 2.571 3.491
H 1.923 -0.466 0.763
H 1.317 -0.050 2.166
H 2.112 1.288 1.242
H -0.530 -0.532 0.407
H 0.143 1.068 -0.456
C 0.234 -6.328 -3.406
C -0.394 -5.018 -2.747
O -0.423 -4.989 -1.395
C -0.939 -3.856 -0.770
O -1.273 -2.860 -1.386
C -1.058 -3.829 0.752
F -2.380 -3.682 1.134
F -0.593 -4.928 1.401
F -0.368 -2.719 1.240
H 0.383 -6.263 -4.604
H -0.343 -7.158 -3.141
H 1.306 -6.569 -3.065
H -1.349 -4.928 -3.237
H 0.131 -4.300 -3.159
C 5.485 0.770 0.023
C 5.636 -0.751 -0.263
O 4.490 -1.479 0.086
C 4.240 -2.750 -0.302
O 5.014 -3.332 -0.932
C 2.752 -3.232 0.077
F 1.723 -2.843 -0.697
F 2.904 -4.640 -0.059
F 2.527 -2.948 1.303
H 5.469 0.840 1.173
H 4.755 1.237 -0.376
H 6.623 1.407 -0.057
H 6.593 -0.962 0.099
H 5.860 -0.772 -1.405
*
```

Results
HOMO-LUMO gap = 10.9 eV
structure (SMILES) = CCOC(=O)C(F)(F)F.CCOC(=O)C(F)(F)F.CCOC(=O)C(F)(F)F.CCOC(=O)C(F)(F)F.CCOC(=O)C(F)(F)F.CCOC(=O)C(F)(F)F.CCOC(=O)C(F)(F)F

Computed, not measured: a structure of composition C40H48As2N5NaO17S, with ωB97M-V/def2-TZVPD.

Structure (ORCA input):
```
! wB97M-V def2-TZVPD RIJCOSX def2/J DEFGRID3
* xyz -2 1
Na -0.167 1.153 1.474
C -4.373 0.339 3.591
N -3.805 0.616 2.292
C -4.299 1.828 1.663
C -2.632 0.109 1.837
O -2.080 0.564 0.848
C -2.108 -1.152 2.509
O -0.781 -1.426 2.090
C -0.261 -2.442 2.881
C 1.172 -2.746 2.481
O 1.751 -2.156 1.594
N 1.763 -3.749 3.209
C 1.115 -4.394 4.335
C 3.126 -4.119 2.901
H -5.355 -0.142 3.500
H -4.485 1.282 4.129
H -3.728 -0.292 4.193
H -5.382 1.746 1.524
H -3.817 1.955 0.701
H -4.053 2.684 2.298
H -2.766 -1.992 2.232
H -2.121 -1.024 3.591
H -0.853 -3.368 2.784
H -0.281 -2.156 3.944
H 0.283 -5.033 4.024
H 0.753 -3.669 5.066
H 1.851 -5.025 4.832
H 3.437 -3.574 2.014
H 3.198 -5.193 2.709
H 3.798 -3.864 3.728
O -2.100 3.165 3.722
C -1.097 2.475 3.517
O -1.056 1.187 3.492
C 0.287 3.123 3.201
O 0.915 3.601 4.157
O 0.644 3.007 1.985
S 2.230 -3.277 -1.232
C 3.426 -2.065 -1.119
C 2.888 -0.822 -1.093
C 1.461 -0.845 -1.196
C 0.955 -2.113 -1.273
C -0.445 -2.569 -1.266
C -0.800 -3.901 -1.518
C -2.130 -4.261 -1.430
C -3.077 -3.296 -1.109
C -2.633 -1.998 -0.912
N -1.356 -1.646 -0.979
H 4.468 -2.329 -1.046
H 3.474 0.077 -0.991
H -0.052 -4.635 -1.791
H -2.429 -5.284 -1.631
H -4.129 -3.538 -1.031
H -3.326 -1.190 -0.698
O 1.852 -1.217 8.978
C 2.853 -1.963 8.332
N 3.259 -1.433 7.049
C 2.292 -1.331 6.071
O 1.165 -1.770 6.259
C 2.719 -0.713 4.788
C 4.030 -0.784 4.330
C 4.341 -0.216 3.108
C 3.320 0.399 2.392
N 2.074 0.476 2.830
C 1.775 -0.054 4.006
H 1.111 -1.178 8.354
H 2.532 -2.996 8.177
H 3.723 -1.953 8.986
H 3.928 -0.678 7.066
H 4.785 -1.307 4.905
H 5.344 -0.265 2.706
H 3.513 0.845 1.422
H 0.742 0.063 4.328
C -1.444 -0.165 -8.682
O -1.186 0.657 -7.554
C -1.258 0.009 -6.357
O -1.640 -1.136 -6.290
C -0.942 0.898 -5.211
C 0.000 1.841 -5.291
As 0.276 3.335 -3.986
C 2.239 3.492 -4.309
C -0.034 2.111 -2.463
C -1.480 1.917 -2.525
As -2.045 0.448 -3.598
C -3.696 1.103 -4.469
C -2.254 3.032 -2.136
O -1.842 4.137 -1.796
O -3.631 2.814 -2.159
C -4.386 3.918 -1.695
C 0.924 1.355 -1.941
O 0.642 0.235 -1.168
O 2.245 1.700 -1.922
C 2.487 2.728 -0.945
C 0.909 1.891 -6.469
O 1.616 1.000 -6.873
O 0.913 3.122 -7.038
C 1.839 3.280 -8.102
H -1.290 0.468 -9.553
H -2.467 -0.542 -8.667
H -0.763 -1.016 -8.708
H 2.384 4.151 -5.167
H 2.724 2.533 -4.484
H 2.690 3.957 -3.435
H -3.626 2.168 -4.676
H -4.546 0.917 -3.816
H -3.821 0.539 -5.396
H -5.429 3.596 -1.717
H -4.255 4.794 -2.333
H -4.105 4.194 -0.678
H 3.570 2.852 -0.882
H 2.075 2.459 0.032
H 2.018 3.663 -1.251
H 1.792 4.330 -8.382
H 1.569 2.651 -8.951
H 2.848 3.017 -7.785
*
```

Results
HOMO-LUMO gap = 4.7 eV

Computed, not measured: a cluster of 2 separate species, C16H17NO in total, with ωB97M-V/def2-TZVPD.

Structure (ORCA input):
```
! wB97M-V def2-TZVPD RIJCOSX def2/J DEFGRID3
* xyz 1 2
C 3.353 2.013 0.071
C -0.263 1.842 0.774
C 0.804 2.467 0.107
C 1.934 1.626 0.257
C 1.504 0.407 0.813
C -1.505 2.437 0.841
C -1.640 3.770 0.432
C 0.615 3.734 -0.435
C -0.631 4.317 -0.383
N 0.174 0.530 1.050
H -0.280 -0.113 1.688
H -2.255 1.878 1.392
H 2.026 -0.521 0.970
H -2.579 4.230 0.707
H 1.420 4.242 -0.954
H 3.457 2.706 -0.763
H 4.008 1.148 0.080
H -0.810 5.259 -0.879
H 3.621 2.642 0.932
C 0.500 -2.583 -3.070
C -0.010 -3.695 0.519
C -1.071 -2.853 0.908
C 0.432 -3.537 -0.786
C -0.179 -2.707 -1.747
C -1.657 -2.000 0.019
C -1.223 -1.909 -1.326
O -1.526 -2.966 2.193
H 0.377 -4.382 1.255
H 1.272 -4.139 -1.117
H -2.570 -1.447 0.189
H -2.293 -2.419 2.371
H 0.708 -3.499 -3.617
H 1.350 -1.901 -3.089
H -1.734 -1.158 -1.908
H -0.146 -2.018 -3.761
*
```

Results
HOMO-LUMO gap (alpha / beta) = 7.7 / 4.4 eV

The records above yield ΔE to the lowest compared entry with this formula, charge and spin values of 12.388, 0.856, 0.222 eV, respectively.